Formula: C40H67F2NO18S
Source: the OMol25 dataset
Level of theory: ωB97M-V with the def2-TZVPD basis set

CARTESIAN COORDINATES (ANGSTROEM)
C1 -1.62392 -3.40567 -0.42939
H1 -0.33060 -1.97712 0.45066
H2 -8.00775 3.37802 0.99971
C2 -3.64172 8.07292 2.26451
O1 -6.50980 6.42734 3.01263
H3 -4.78878 -0.18533 6.75402
C3 -7.11363 2.96124 0.54118
C4 7.17636 1.19839 0.00464
O2 -3.78087 -4.79141 0.10562
O3 -7.13996 3.12970 -0.87888
O4 3.18297 3.65323 -0.62106
O5 -4.72445 -3.04967 2.78037
C5 -7.12406 0.64744 8.04752
H4 2.48394 -4.45889 -1.03212
H5 8.55843 2.05298 1.51360
C6 0.55427 -4.28359 -3.38208
F1 -2.35211 -1.19154 4.38922
H6 7.34836 -3.61059 0.42997
O6 -6.74452 -0.45429 8.75190
H7 -1.24696 1.44367 -4.68091
H8 6.19040 1.59234 -0.33221
C7 5.00107 -4.43007 -1.03180
H9 0.39532 -4.99336 -4.21876
C8 2.19180 4.66209 -0.80672
C9 -1.87956 -2.10963 1.88137
C10 4.19993 -5.21264 -2.11349
C11 -4.36386 -2.33854 1.95030
C12 -3.32784 -1.00709 3.48963
N1 -3.20936 -1.49377 2.16802
H10 8.58739 2.84605 -0.08322
H11 2.30549 6.28089 -2.25252
C13 6.35397 -3.88460 -1.52701
C14 -5.86243 3.69873 0.93342
C15 -5.58602 6.97190 2.50141
C16 8.37075 -2.36459 -1.01341
H12 9.81548 0.65744 0.00631
H13 4.53273 -4.84583 -3.10230
H14 -3.50753 7.41141 0.19901
C17 7.07442 -3.00994 -0.46040
H15 -2.64384 -1.83131 -3.27531
H16 -7.06285 1.89405 0.76998
O7 -6.70408 0.56886 6.75564
H17 -0.48367 -3.64697 2.42775
C18 -1.57263 -3.45749 2.56442
H18 -3.76226 -0.27130 -0.14591
C19 -0.29276 -4.80840 -2.20433
H19 -1.22998 -0.81547 -2.97671
H20 -5.40834 -1.96764 8.24845
H21 -2.48199 -0.35301 -4.23331
O8 -5.04166 3.57332 -0.23206
H22 4.41028 -6.29838 -2.05649
H23 -5.92595 -1.04568 5.69995
C20 2.64120 -5.07046 -1.94473
H24 -0.00375 -5.83588 -1.92566
C21 -5.86752 3.36278 -1.28882
C22 -0.34673 1.57650 -2.19691
H25 -3.87772 2.02746 -2.29759
C23 -3.18793 -0.04520 -2.18846
H26 6.97541 0.40003 0.73860
H27 0.40989 -3.04984 -1.16280
C24 2.10344 -4.22663 -3.13695
H28 2.04988 4.68044 -2.97653
H29 8.15881 -1.90319 -1.99483
O9 -4.26463 -0.43014 3.81463
H30 -4.71190 8.68539 0.47348
H31 -2.88845 2.10730 -4.54587
C25 9.33735 0.00025 -0.74685
H32 6.21611 -3.30583 -2.46094
C26 9.03359 -1.35404 -0.02526
H33 -2.21296 -3.29528 -1.35376
O10 -4.73494 7.81268 3.14303
H34 6.36070 -2.24046 -0.09916
H35 0.18680 -3.30849 -3.75329
O11 3.94591 5.00210 -2.24151
C27 -4.23609 7.80297 0.90634
O12 -7.73861 1.55641 8.50089
F2 -5.07588 -2.28009 0.84555
H36 0.28079 2.38811 -1.78048
H37 -0.44873 0.79742 -1.42535
S1 -2.39628 -4.77106 0.49054
H38 -1.73131 3.19917 -2.32570
H39 0.24819 -4.45048 -0.06031
C28 -3.12331 -0.84622 -0.85233
O13 -1.81211 -0.90313 -0.31329
H40 2.45380 -3.17763 -3.07625
H41 8.29360 1.60335 -1.81405
C29 -2.96212 1.48661 -1.99394
C30 -1.43278 -2.06059 0.36475
H42 7.16984 3.14112 1.01616
H43 2.28874 5.40347 -0.00999
H44 -1.71404 -3.40625 3.65589
H45 9.10702 -3.16892 -1.21479
H46 0.21176 1.20338 -3.07692
H47 9.96972 -1.75558 0.40476
O14 -5.24236 6.82957 1.19039
H48 -1.44595 3.22070 -4.59811
H49 -7.03630 -2.10375 7.55515
H50 7.07652 -4.69230 -1.77111
C31 4.24970 3.97712 -1.40168
O15 -2.27754 -4.61537 2.09812
H51 1.19175 4.23458 -0.77173
H52 10.07181 -0.14071 -1.55801
C32 7.92597 2.41395 0.68538
C33 -0.21721 -3.93185 -0.91538
C34 -1.83954 2.25981 -4.23109
H53 2.58842 -4.63101 -4.04802
H54 -4.23620 -0.18371 -2.52535
H55 -3.65253 -1.79658 -1.03349
C35 -6.23695 -1.40746 7.81904
O16 -1.82601 -6.04026 0.14723
C36 -2.29957 -0.77453 -3.23364
H56 2.13443 -6.03408 -1.80063
H57 -2.86987 1.67314 -0.90146
H58 -1.35525 -4.88041 -2.50547
C37 2.53825 5.22153 -2.16259
H59 -6.04323 4.75501 1.12570
C38 -1.73602 2.14171 -2.66588
O17 5.30624 3.43641 -1.35370
C39 -5.81590 -0.54389 6.65827
H60 -3.29169 9.09748 2.37369
H61 8.35012 -1.19839 0.82830
H62 5.15616 -5.01737 -0.10685
H63 -1.17263 -1.40734 2.36451
H64 4.36360 -3.56814 -0.73727
H65 7.38868 0.07655 -1.82738
H66 -2.82366 7.39078 2.50726
O18 -5.51966 3.38083 -2.42882
C40 8.03774 0.71857 -1.19944
H67 -5.37379 3.25976 1.80187

Atoms 1-6, force components in eV/Å:
1.8 0.2 0.1
-0.5 0.0 0.0
0.0 0.0 -0.2
0.4 0.2 0.1
0.1 0.0 -0.1
0.0 0.0 0.0

- Molar mass: 920.03 g mol⁻¹
- HOMO-LUMO gap: 10.08 eV
- Net charge: 0
- Strongest force on any atom: 0.079 Eh/bohr

These are the Mulliken partial charges, in e, on atoms 1 to 99: 0.48, 0.54, 0.34, -0.30, -0.50, 0.18, -0.35, -0.11, -0.68, -0.38, -0.32, -0.39, 0.61, -0.07, 0.35, -1.13, -0.26, 0.28, -0.32, 0.38, 0.21, -0.51, 0.48, -0.23, -0.62, -0.94, 0.32, 0.46, 0.51, 0.29, 0.31, -0.76, -0.04, 0.67, -0.65, 0.34, 0.43, 0.31, -0.51, 0.53, 0.22, -0.30, 0.39, -0.74, 0.21, -0.72, 0.06, 0.29, 0.51, -0.35, 0.34, 0.15, -0.03, 0.42, 0.74, -0.32, 0.09, 0.51, 0.26, 0.61, -0.68, 0.23, 0.31, -0.44, 0.24, 0.32, -0.88, 0.41, -0.73, 0.26, -0.33, 0.28, 0.09, -0.35, -0.33, -0.52, -0.22, -0.50, -0.03, 1.50, 0.65, 0.31, -0.95, -0.13, 0.28, 0.48, -0.68, -1.08, 0.36, 0.28, 0.47, 0.39, 0.30, 0.46, -0.32, 0.37, 0.28, 0.23, 0.63